# 1
A single C5H8O molecule. Source: OMol25; level of theory: ωB97M-V with the def2-TZVPD basis set.

gap between HOMO and LUMO	0.3856	hartree
energy above the lowest of the compared OMol25 structures with the same formula, charge and spin	125.6	kJ/mol
total charge	0

Geometry as XYZ:
```
14
Properties=species:S:1:pos:R:3:forces:R:3:nbo_charge:R:1
C 0.002706 1.259191 1.354446 0.0804 0.0480 -0.3090 -0.396
C 0.508381 1.066544 0.135566 -0.1463 0.0163 0.5163 -0.171
C 0.045077 -0.029183 -0.796651 -0.0617 0.0394 -0.0252 -0.367
C -1.292684 -0.678622 -0.452135 0.0139 -0.0450 0.0266 -0.616
C 1.199364 -0.964847 -0.447266 0.2049 -0.0900 -0.0267 0.460
O 2.295684 -0.925900 -0.938536 -0.2853 -0.2235 -0.0813 -0.522
H 0.536058 1.830450 2.100320 -0.0897 0.3241 -0.0937 0.207
H -0.952205 0.844495 1.657210 0.1353 -0.1549 -0.0016 0.195
H 1.469363 1.501071 -0.142274 -0.2376 0.0490 0.0983 0.218
H 0.103758 0.270470 -1.849958 0.0992 -0.0475 0.2372 0.233
H -2.124951 0.032875 -0.411974 0.2425 -0.0297 -0.0692 0.223
H -1.537635 -1.451278 -1.187891 0.0183 0.1276 0.0871 0.221
H -1.229993 -1.166922 0.527824 -0.0596 0.0680 -0.1308 0.209
H 0.977076 -1.588342 0.451322 0.0857 -0.0817 -0.2280 0.107
```
Forces are in eV/Å.

=====

# 2
A single C5H8O molecule. Source: OMol25; level of theory: ωB97M-V with the def2-TZVPD basis set.

gap between HOMO and LUMO	0.4049	hartree
energy above the lowest of the compared OMol25 structures with the same formula, charge and spin	199.0	kJ/mol
total charge	0

Geometry as XYZ:
```
14
Properties=species:S:1:pos:R:3:forces:R:3:nbo_charge:R:1
C 2.872268 0.137696 0.032116 -0.3948 0.1457 0.0521 -0.248
C 1.735365 0.515098 0.159951 0.4975 -0.1737 0.0178 -0.014
C 0.324088 0.885598 0.259785 0.0059 0.0775 -0.0548 -0.512
C -0.617309 -0.355371 0.332897 -0.1785 0.1444 0.0585 0.115
C -1.867774 -0.134702 -0.498940 -0.0599 0.0262 -0.0208 -0.619
O -0.013442 -1.529010 -0.165976 0.1616 -0.0506 0.0931 -0.716
H 3.881743 -0.180389 -0.109505 -0.1618 0.0741 0.0696 0.240
H 0.072805 1.497911 -0.614579 0.0133 -0.1170 0.0773 0.236
H 0.169878 1.514858 1.143913 0.0064 -0.0725 -0.1434 0.239
H -0.901292 -0.501746 1.387844 0.0887 -0.0090 -0.1528 0.155
H -1.583552 0.014082 -1.546389 -0.0407 -0.0192 0.1380 0.212
H -2.516753 -1.012834 -0.442698 0.0714 0.1275 0.0261 0.223
H -2.427599 0.742488 -0.158986 0.0859 -0.1005 -0.0062 0.208
H 0.871577 -1.593673 0.220573 -0.0950 -0.0528 -0.1545 0.480
```
Forces are in eV/Å.